{
  "formula": "C37H35ClN2S2Si2Zn",
  "method": "ωB97M-V with the def2-TZVPD basis set",
  "species": ["C", "C", "C", "H", "C", "C", "H", "H", "H", "H", "Zn", "Si", "C", "C", "H", "C", "H", "C", "H", "C", "H", "C", "H", "C", "C", "H", "C", "H", "C", "H", "C", "H", "C", "H", "H", "Si", "C", "C", "H", "C", "H", "C", "H", "C", "H", "C", "H", "C", "C", "H", "C", "H", "C", "H", "C", "H", "C", "H", "H", "Cl", "C", "C", "N", "C", "C", "S", "C", "C", "S", "C", "N", "C", "H", "H", "H", "H", "H", "H", "H", "H"],
  "xyz": [[-1.702013, -0.701358, 5.785939], [-2.530057, -0.103983, 4.795087], [-2.505443, -0.941613, 3.643425], [-3.100395, 0.811029, 4.931637], [-1.669287, -2.052827, 3.930832], [-1.176960, -1.909158, 5.254754], [-0.545607, -2.611360, 5.794763], [-1.548728, -0.329795, 6.794208], [-3.062941, -0.786424, 2.718215], [-1.468011, -2.896210, 3.261452], [0.614491, 0.265425, 2.870635], [2.575929, 0.221510, -4.358289], [1.786433, 1.724908, -5.112945], [2.339048, 2.453214, -6.180972], [3.296724, 2.144248, -6.604451], [1.653513, 3.563766, -6.690188], [2.062068, 4.130460, -7.528422], [0.434693, 3.959267, -6.124611], [-0.100016, 4.828229, -6.521379], [-0.102667, 3.243168, -5.048586], [-1.055281, 3.539538, -4.606944], [0.577765, 2.137292, -4.539880], [0.171129, 1.582802, -3.687995], [1.902499, -1.310002, -5.166330], [0.787916, -1.258560, -6.018403], [0.392393, -0.295906, -6.348516], [0.167646, -2.441944, -6.430076], [-0.734446, -2.393422, -7.038577], [0.699000, -3.680930, -6.055192], [0.199987, -4.606481, -6.358990], [1.878511, -3.734114, -5.300106], [2.306670, -4.702214, -5.038379], [2.497407, -2.552242, -4.882723], [3.435490, -2.575752, -4.322965], [2.446191, 0.192830, -2.888717], [-0.006193, 0.058208, 0.599681], [-0.764845, -1.536972, 0.035035], [-1.941457, -1.576566, -0.728294], [-2.443719, -0.637576, -0.978135], [-2.482633, -2.797258, -1.146257], [-3.389482, -2.812074, -1.769683], [-1.861274, -3.998798, -0.773946], [-2.273490, -4.957664, -1.104107], [-0.698162, -3.981598, 0.015015], [-0.215480, -4.918829, 0.323667], [-0.146927, -2.751178, 0.409759], [0.753050, -2.723946, 1.018623], [-1.142472, 1.455480, 0.072866], [-2.390691, 1.659704, 0.703036], [-2.688626, 1.039934, 1.551877], [-3.260708, 2.661642, 0.245426], [-4.229595, 2.779540, 0.733794], [-2.888552, 3.465682, -0.838379], [-3.590301, 4.197158, -1.236693], [-1.621350, 3.320530, -1.417350], [-1.300999, 3.943264, -2.259255], [-0.739057, 2.348022, -0.934341], [0.270931, 2.279486, -1.355151], [4.034866, 0.294924, -4.604733], [1.829997, 0.216649, -0.303028], [-1.383780, 3.223790, 3.859312], [-0.208468, 2.746412, 4.634957], [0.561849, 1.714008, 4.360767], [1.526775, 1.492192, 5.361177], [1.504277, 2.438152, 6.371192], [0.251990, 3.590094, 6.115399], [2.189019, 0.231799, 5.333333], [2.971010, -0.363017, 6.303801], [3.148444, -2.053498, 6.004321], [2.192043, -1.883624, 4.543410], [1.804719, -0.647556, 4.308563], [1.857750, -3.055138, 3.693385], [-2.136727, 3.537276, 4.597119], [-1.100796, 4.102892, 3.260267], [-1.807398, 2.451460, 3.207543], [2.176731, 2.427380, 7.219296], [3.363134, 0.172917, 7.162320], [2.407463, -3.919016, 4.085436], [0.781282, -3.268404, 3.738227], [2.164183, -2.879262, 2.653433]],
  "atomic_forces_ev_per_a": [[-0.153, -0.163, -0.512], [0.524, -0.450, 0.041], [0.313, 0.369, 0.195], [-0.004, -0.144, -0.095], [0.390, 0.045, 0.046], [-0.288, 0.523, -0.179], [-0.093, 0.052, -0.086], [-0.009, -0.026, -0.083], [0.108, -0.127, 0.283], [-0.191, 0.312, 0.205], [-1.057, -0.637, 0.252], [0.795, 0.127, -0.347], [0.018, 0.289, 0.239], [-0.531, 0.105, 0.150], [-0.275, 0.128, 0.050], [-0.041, -0.092, 0.157], [-0.060, -0.170, 0.241], [0.052, -0.208, 0.098], [0.226, -0.340, 0.131], [0.041, 0.070, -0.102], [0.247, -0.016, -0.153], [-0.088, 0.267, -0.291], [0.021, 0.203, -0.290], [0.061, -0.286, -0.347], [-0.052, -0.431, 0.311], [0.007, -0.244, 0.243], [0.254, -0.099, 0.005], [0.222, -0.050, 0.074], [0.069, 0.236, 0.106], [0.205, 0.353, 0.112], [0.004, 0.132, -0.152], [-0.064, 0.248, -0.090], [-0.618, -0.066, -0.084], [-0.333, -0.133, -0.015], [-0.264, -0.003, -0.141], [-0.640, 0.186, 1.180], [-0.017, -0.781, 0.065], [0.074, -0.173, 0.096], [0.150, -0.346, -0.038], [0.118, -0.203, 0.045], [0.487, -0.018, 0.386], [0.175, 0.219, 0.051], [0.108, 0.386, 0.149], [0.061, 0.447, -0.007], [-0.279, 0.425, -0.197], [-0.831, -0.179, -0.520], [-0.114, -0.060, -0.112], [0.130, 0.595, 0.032], [0.072, 0.291, -0.507], [0.071, 0.020, -0.276], [0.435, -0.327, -0.007], [0.248, 0.060, -0.205], [0.175, -0.171, -0.027], [0.182, -0.094, 0.122], [-0.009, -0.089, 0.143], [-0.222, -0.094, 0.398], [-0.383, -0.014, -0.051], [-0.442, -0.071, 0.065], [0.116, -0.040, -0.082], [0.698, 0.179, -0.574], [-0.084, 0.326, 0.054], [0.791, -0.327, 0.448], [-0.046, 0.784, 0.950], [-1.415, 2.359, 0.563], [0.282, -0.976, -1.055], [0.192, -1.067, -0.911], [1.015, -2.495, 0.298], [-0.658, 0.720, -0.719], [-0.635, 0.907, -0.863], [0.127, 0.800, 0.286], [0.552, -0.381, 0.897], [0.329, -0.341, 0.108], [0.032, -0.080, -0.422], [-0.129, -0.259, 0.089], [0.257, 0.106, 0.273], [-0.302, 0.216, -0.005], [-0.022, -0.474, -0.071], [-0.171, 0.040, -0.274], [0.196, 0.241, -0.037], [-0.110, -0.025, 0.290]],
  "mulliken_charge": [-0.597, -0.781, -0.643, 0.553, -0.575, -0.769, 0.514, 0.474, 0.612, 0.551, -0.486, 0.478, 0.215, -0.512, 0.358, -0.502, 0.366, -0.514, 0.354, -0.575, 0.466, -0.128, 0.453, 0.506, -0.137, 0.365, -0.596, 0.366, -0.449, 0.364, -0.505, 0.366, -0.628, 0.315, -0.155, 1.388, 0.460, -0.159, 0.338, -0.682, 0.371, -0.420, 0.375, -0.631, 0.380, -0.397, 0.115, 0.483, -0.324, 0.276, -0.743, 0.443, -0.603, 0.377, -0.486, 0.483, -0.801, 0.544, -0.258, -0.455, -0.647, 0.410, 0.352, -0.087, -0.446, -0.185, 0.064, -0.453, -0.146, 0.274, 0.422, -0.938, 0.425, 0.391, -0.276, 0.401, 0.401, 0.525, 0.117, 0.201],
  "total_charge": 0,
  "homo_ha": -0.221,
  "spin_multiplicity": 1,
  "relative_energy_ev": 0.435,
  "homo_lumo_gap_ev": 5.4741
}